The following is a DFT calculation (the ωB97M-V functional and the def2-TZVPD basis) of a molecular structure, C33H49N7O9S2Sr.

## Properties
energy above the lowest of the compared OMol25 structures with the same formula, charge and spin = 0.1425 eV
LUMO energy = 0.011 Ha
highest occupied orbital energy = -8.8 eV
HOMO-LUMO gap = 0.334 hartree

Each line ends with the Mulliken charge.
Element x y z (Å)
Sr1 -0.270 -0.653 1.154  1.25
O1 -1.756 2.893 1.751  -0.61
C1 -0.491 2.392 1.990  0.81
O2 -0.408 1.280 2.602  -0.52
C2 0.427 3.524 2.403  -1.20
O3 1.770 3.114 2.290  -0.38
C3 2.187 3.047 0.944  -0.62
C4 1.220 2.391 -0.025  0.80
O4 1.582 2.191 -1.168  -0.71
O5 0.007 2.105 0.387  0.01
H1 -2.336 2.122 1.702  0.36
H2 0.236 3.739 3.454  0.39
H3 0.222 4.417 1.804  0.36
H4 3.113 2.478 0.910  0.08
H5 2.388 4.050 0.545  0.41
C5 2.986 -2.933 4.298  -1.10
N1 2.532 -3.736 3.176  0.06
C6 3.537 -4.504 2.446  -1.25
C7 1.360 -3.358 2.572  0.33
N2 0.623 -2.373 2.942  -0.02
N3 1.004 -4.178 1.504  -0.05
C8 0.052 -3.948 0.520  0.34
N4 0.404 -4.594 -0.656  -0.63
N5 -1.026 -3.278 0.710  -0.31
H6 3.823 -3.439 4.771  0.34
H7 2.195 -2.831 5.042  0.42
H8 3.304 -1.931 3.990  0.32
H9 4.469 -4.466 3.001  0.38
H10 3.728 -4.081 1.455  0.39
H11 3.258 -5.557 2.357  0.38
H12 1.032 -1.869 3.724  -0.30
H13 1.742 -4.778 1.182  0.28
H14 1.374 -4.423 -0.901  0.27
H15 -0.189 -4.333 -1.430  0.29
H16 -1.551 -3.236 -0.161  0.04
N6 -2.789 -1.027 2.546  -0.16
C9 -2.989 -0.710 3.963  -0.70
C10 -2.074 -1.592 4.803  0.44
C11 -1.644 -1.017 6.145  -0.98
C12 -0.709 0.185 6.039  -0.63
N7 0.467 -0.105 5.197  -0.17
H17 -3.502 -0.626 1.948  0.05
H18 -2.789 -2.031 2.384  0.19
H19 -4.029 -0.841 4.287  0.39
H20 -2.737 0.344 4.101  0.29
H21 -1.184 -1.813 4.216  -0.43
H22 -2.563 -2.558 4.966  0.50
H23 -1.116 -1.803 6.692  0.39
H24 -2.516 -0.740 6.750  0.32
H25 -0.371 0.435 7.046  0.46
H26 -1.258 1.059 5.669  0.27
H27 1.235 0.494 5.477  0.28
H28 0.260 0.194 4.246  -0.22
O6 -2.199 -0.148 -0.404  -0.23
S1 -2.138 -0.336 -1.896  0.33
C13 -1.300 1.131 -2.534  0.46
C14 -1.113 1.041 -4.021  -0.02
C15 -1.667 1.986 -4.878  -0.27
C16 -1.472 1.892 -6.250  -0.78
C17 -0.727 0.847 -6.777  -0.49
C18 -0.167 -0.098 -5.927  -0.79
C19 -0.355 0.001 -4.557  0.19
C20 -3.833 -0.084 -2.501  -1.54
C21 -4.425 1.271 -2.240  0.15
C22 -4.597 1.740 -0.939  0.33
C23 -5.108 3.010 -0.713  -0.82
C24 -5.470 3.817 -1.782  -0.38
C25 -5.321 3.349 -3.080  -0.72
C26 -4.798 2.084 -3.306  -0.37
H29 -0.343 1.126 -2.003  -0.91
H30 -1.862 2.006 -2.207  0.70
H31 -2.241 2.806 -4.464  0.50
H32 -1.896 2.641 -6.906  0.40
H33 -0.575 0.773 -7.847  0.40
H34 0.426 -0.908 -6.333  0.43
H35 0.101 -0.721 -3.886  0.27
H36 -4.390 -0.886 -2.013  0.59
H37 -3.790 -0.305 -3.569  0.50
H38 -4.312 1.110 -0.107  0.50
H39 -5.221 3.371 0.301  0.40
H40 -5.871 4.807 -1.603  0.39
H41 -5.609 3.970 -3.918  0.39
H42 -4.668 1.726 -4.321  0.42
C27 5.774 1.653 -4.546  -1.55
C28 4.912 0.899 -3.569  1.07
C29 3.900 0.055 -4.013  -0.98
C30 3.081 -0.610 -3.114  -0.48
C31 3.272 -0.425 -1.755  -0.16
C32 4.277 0.407 -1.289  -0.47
C33 5.093 1.059 -2.198  -0.84
S2 2.232 -1.269 -0.609  1.70
O7 2.203 -0.470 0.622  -0.83
O8 2.784 -2.602 -0.421  -0.66
O9 0.876 -1.301 -1.188  -0.42
H43 5.740 1.200 -5.537  0.37
H44 6.813 1.680 -4.217  0.38
H45 5.433 2.687 -4.642  0.30
H46 3.745 -0.079 -5.078  0.32
H47 2.287 -1.257 -3.463  0.44
H48 4.400 0.549 -0.224  0.51
H49 5.877 1.715 -1.837  0.38

Cartesian forces, eV/Å:
-0.59 0.05 0.18
0.12 0.00 0.05
-0.11 0.17 0.05
-0.14 0.02 -0.06
0.07 -0.04 -0.02
0.02 0.02 -0.04
-0.08 0.02 0.05
-0.12 0.02 -0.12
-0.03 -0.02 -0.04
0.20 -0.26 0.19
-0.02 -0.04 0.02
0.01 0.01 0.01
0.00 0.02 -0.01
0.01 -0.02 0.02
0.01 0.04 0.02
0.00 -0.01 -0.02
0.03 -0.05 0.05
-0.01 0.05 -0.02
-0.06 0.14 0.07
0.19 -0.08 -0.21
0.02 0.09 -0.09
-0.06 0.09 -0.09
0.03 0.02 0.00
0.16 0.02 0.10
0.01 -0.01 0.00
-0.01 0.02 0.00
0.00 0.01 0.00
-0.01 -0.01 0.03
-0.01 0.00 0.00
-0.01 0.00 0.00
-0.10 -0.02 0.04
-0.03 -0.06 -0.01
0.02 0.06 0.01
-0.03 -0.03 0.02
0.02 0.02 -0.02
0.18 -0.05 -0.28
0.08 0.07 0.03
-0.05 -0.11 -0.02
0.03 -0.02 0.04
0.04 -0.02 -0.04
-0.07 0.05 0.01
-0.03 -0.01 0.04
-0.04 -0.01 0.06
-0.02 0.02 -0.02
0.04 0.00 0.00
0.02 0.01 0.02
-0.01 0.01 -0.01
-0.02 0.00 0.02
0.02 0.01 -0.02
0.05 0.03 -0.01
0.01 0.00 -0.03
0.01 0.00 0.05
-0.02 0.10 0.07
-0.09 -0.08 0.29
0.13 -0.08 -0.35
-0.02 -0.04 0.04
0.01 -0.03 0.02
0.01 -0.04 0.01
0.01 -0.01 0.01
-0.01 0.01 0.01
-0.01 0.01 0.04
0.01 -0.02 -0.01
0.04 0.14 -0.06
-0.01 -0.02 0.06
-0.02 0.02 -0.02
0.02 -0.05 0.00
0.00 -0.01 -0.02
0.00 0.01 0.01
0.05 0.02 0.01
0.01 0.02 -0.03
0.00 0.01 -0.03
0.00 0.01 0.00
0.00 -0.01 0.01
0.00 0.00 0.01
0.00 0.00 0.00
-0.04 0.03 -0.01
0.00 0.00 0.02
-0.01 0.01 0.01
-0.01 0.01 -0.01
0.00 0.00 -0.01
0.00 0.00 -0.01
0.00 -0.01 0.00
-0.01 0.00 0.00
-0.01 -0.01 0.02
0.02 0.02 -0.02
0.00 -0.01 0.01
0.00 0.02 0.02
-0.02 0.03 -0.01
-0.01 -0.03 -0.02
0.00 0.00 0.00
-0.05 -0.11 -0.04
0.34 -0.02 0.14
0.08 -0.03 -0.04
-0.15 -0.08 -0.13
0.00 0.00 0.00
0.00 0.00 0.00
0.00 -0.01 0.00
0.00 0.00 0.00
0.03 0.00 0.01
0.01 0.00 0.00
-0.01 0.00 0.00

***

The following is a DFT calculation (the ωB97M-V functional and the def2-TZVPD basis) of C4H13NSi2 in the gas phase in a non-equilibrium geometry.

## Properties
energy above the lowest of the compared OMol25 structures with the same formula, charge and spin = 0.0000 eV
LUMO energy (spin up / spin down) = 0.036 / -0.068 Ha
multiplicity = 3
highest occupied orbital energy (spin up / spin down) = -6.6 / -9.0 eV
HOMO-LUMO gap (spin up / spin down) = 0.279 / 0.263 hartree

Each line ends with the Mulliken charge.
Element x y z (Å)
C1 1.147 -0.354 1.638  -0.70
C2 -0.365 -0.656 1.733  -0.53
C3 1.582 0.659 0.444  -0.61
C4 -1.304 0.366 -2.454  -0.76
N1 -0.873 -0.999 0.390  -0.24
Si1 2.149 -0.175 -1.151  0.00
Si2 -1.967 -0.106 -0.630  0.29
H1 1.637 0.055 2.609  0.32
H2 1.827 -1.268 1.491  0.31
H3 -0.517 -1.551 2.359  0.29
H4 -0.857 0.328 2.169  0.29
H5 0.864 1.403 0.329  0.43
H6 2.516 1.080 0.660  0.40
H7 -1.727 1.325 -2.702  0.29
H8 -0.221 0.436 -2.336  -0.01
H9 -1.473 -0.403 -3.178  0.31
H10 -0.349 -1.687 0.003  0.29
H11 2.581 1.093 -1.968  -0.05
H12 -3.340 -0.555 -0.893  -0.18
H13 -1.758 1.066 0.156  -0.13

Cartesian forces, eV/Å:
2.97 0.56 0.23
0.24 1.40 -0.28
-0.67 -3.69 1.63
0.25 -0.86 2.56
-2.10 2.07 0.92
0.01 1.64 -0.71
1.65 0.34 -1.42
-1.39 -0.44 -1.27
-1.40 0.72 0.08
-0.10 0.73 0.32
0.55 -2.26 -0.94
-1.35 1.32 -0.57
1.34 0.94 0.83
-0.20 0.27 -0.33
0.02 0.33 -0.16
-0.43 -0.30 -0.57
1.71 -2.67 -1.24
-0.03 -1.23 0.05
-0.24 -0.24 0.45
-0.83 1.38 0.41

***

The following is a DFT calculation (the ωB97M-V functional and the def2-TZVPD basis) of C20H17BN2O7S in the gas phase in a non-equilibrium geometry.

## Properties
energy above the lowest of the compared OMol25 structures with the same formula, charge and spin = 0.0000 eV
LUMO energy = -0.032 Ha
SMILES = O=C(O)c1ccc(C(=O)Nc2cccc(S(=O)(=O)Nc3cccc(B(O)O)c3)c2)cc1
highest occupied orbital energy = -8.9 eV
HOMO-LUMO gap = 0.294 hartree

Each line ends with the Mulliken charge.
Element x y z (Å)
O1 0.216 -4.829 2.389  -0.67
C1 0.158 -5.209 1.232  0.37
O2 -0.363 -6.402 0.829  -0.45
C2 0.622 -4.307 0.129  0.42
C3 0.103 -4.429 -1.178  -0.50
C4 0.319 -3.490 -2.133  -0.76
C5 0.989 -2.302 -1.804  0.49
C6 0.821 -1.041 -2.609  0.29
O3 1.029 -0.941 -3.810  -0.65
N1 0.334 0.027 -1.819  0.15
C7 0.226 1.356 -2.165  -0.37
C8 0.724 1.875 -3.336  -0.26
C9 0.633 3.245 -3.580  -0.95
C10 0.044 4.078 -2.653  -0.38
C11 -0.442 3.564 -1.464  0.15
S1 -1.160 4.579 -0.125  1.18
O4 -2.092 5.624 -0.663  -0.63
O5 -0.019 5.050 0.681  -0.64
N2 -1.884 3.271 0.805  -0.44
C12 -1.198 2.539 1.819  -0.07
C13 -0.131 3.078 2.553  -0.79
C14 0.757 2.281 3.291  -0.62
C15 0.589 0.912 3.304  -0.74
C16 -0.450 0.332 2.574  0.17
B1 -0.709 -1.096 2.107  1.16
O6 -0.870 -1.273 0.731  -0.96
O7 -0.633 -2.159 3.019  -0.62
C17 -1.369 1.156 1.959  -0.07
C18 -0.324 2.211 -1.240  0.32
C19 1.587 -2.218 -0.573  -0.21
C20 1.410 -3.166 0.388  -0.53
H1 -0.721 -6.871 1.599  0.38
H2 -0.414 -5.338 -1.486  0.43
H3 -0.113 -3.591 -3.134  0.43
H4 -0.115 -0.221 -0.903  0.01
H5 1.147 1.213 -4.035  0.64
H6 0.998 3.720 -4.478  0.40
H7 0.007 5.147 -2.868  0.38
H8 -2.592 3.822 1.266  0.45
H9 0.102 4.125 2.386  0.51
H10 1.584 2.751 3.797  0.44
H11 1.256 0.296 3.882  0.45
H12 -0.885 -2.236 0.599  0.21
H13 -0.409 -3.110 2.797  0.33
H14 -2.097 0.679 1.292  0.47
H15 -0.782 1.721 -0.391  0.29
H16 2.206 -1.354 -0.323  0.40
H17 1.909 -3.073 1.338  0.39

Cartesian forces, eV/Å:
-0.35 -0.87 -0.60
0.27 0.30 0.16
0.48 1.06 0.32
-0.46 0.52 -0.84
0.24 -1.75 0.70
-0.05 1.58 -1.17
-0.89 -0.03 -0.25
-0.41 1.20 -0.59
0.02 -0.37 1.05
-0.13 -2.45 0.86
0.54 0.57 -0.52
0.00 1.05 -0.47
-0.19 -0.29 0.41
0.00 1.34 0.09
-0.48 0.03 0.33
1.80 1.10 -0.26
1.65 -3.44 1.69
-1.65 0.02 -1.67
-1.57 2.12 -0.58
2.48 -0.47 1.22
0.25 0.33 -0.31
-0.99 0.15 -0.36
-0.06 -0.29 0.18
-0.77 0.96 0.35
1.12 -2.50 1.10
-0.26 -0.70 0.82
0.28 -0.05 -1.00
-0.61 0.91 -2.13
-1.10 -0.37 0.86
1.00 1.08 0.27
-0.12 -2.00 0.67
0.13 0.17 0.05
-0.10 0.22 0.39
0.14 0.01 0.40
0.83 0.05 -1.12
0.46 -0.48 -0.82
0.15 -0.34 -0.20
-0.15 -0.26 0.18
-0.96 -0.04 0.05
-0.07 -0.29 0.50
0.09 0.04 0.14
0.29 -0.22 -0.07
-0.16 0.34 -0.41
-0.40 1.41 -0.05
-0.01 0.32 0.36
0.19 0.33 0.11
-0.34 -0.09 -0.11
-0.10 0.08 0.26

***

The highest energy above the lowest of the compared OMol25 structures with the same formula, charge and spin belongs to which entry?
C33H49N7O9S2Sr

***

Among the records above, which one has the highest energy above the lowest of the compared OMol25 structures with the same formula, charge and spin?
C33H49N7O9S2Sr

***

Number 3 is which compound?
C20H17BN2O7S